(1)
ORCA calculation (wB97M-V/def2-TZVPD) on one molecule with the formula C18H22ClN5 in a non-equilibrium geometry.

Cartesian coordinates (Å):
C (0.12330, -4.90206, -1.63262)
C (-0.03655, -3.53271, -1.04519)
N (1.02052, -3.08441, -0.40817)
C (0.95505, -1.87621, 0.14226)
C (1.85055, -1.10615, 0.87175)
C (1.18124, 0.09776, 1.12912)
C (1.66189, 1.25829, 1.86118)
C (0.80661, 2.33543, 2.09664)
C (1.23897, 3.44720, 2.79042)
C (2.54318, 3.49011, 3.25840)
Cl (3.09392, 4.87971, 4.12978)
C (3.41139, 2.43322, 3.03629)
C (2.96935, 1.32476, 2.34068)
N (-0.05098, 0.09251, 0.59763)
N (-0.18068, -1.09493, 0.01210)
C (-1.29058, -1.52009, -0.65387)
N (-2.31684, -0.61554, -0.63510)
C (-3.24633, -0.39928, -1.72106)
C (-2.55209, -0.09571, -3.06553)
N (-3.23018, -0.76957, -4.15906)
C (-2.39182, -0.86030, -5.33787)
C (-4.49781, -0.14099, -4.47357)
C (-1.24525, -2.80246, -1.18679)
C (-2.44196, -3.40724, -1.86390)
H (-0.08309, -4.89495, -2.70107)
H (-0.54896, -5.61033, -1.15091)
H (1.14670, -5.22573, -1.46742)
H (2.83357, -1.39929, 1.17000)
H (-0.20469, 2.28160, 1.72620)
H (0.57358, 4.27717, 2.97122)
H (4.42413, 2.48083, 3.40552)
H (3.64945, 0.50586, 2.16730)
H (-1.99483, 0.23511, -0.18130)
H (-3.86601, -1.28578, -1.85389)
H (-3.89324, 0.42615, -1.42030)
H (-1.53242, -0.48806, -3.01838)
H (-2.48386, 0.99346, -3.23056)
H (-2.92248, -1.42237, -6.10487)
H (-1.47554, -1.39411, -5.08890)
H (-2.12409, 0.12508, -5.74867)
H (-4.99551, -0.71777, -5.25142)
H (-4.37647, 0.89454, -4.82784)
H (-5.13146, -0.13406, -3.58956)
H (-2.65791, -2.90941, -2.80896)
H (-3.31433, -3.32225, -1.21816)
H (-2.27745, -4.46003, -2.06373)

Cartesian forces, eV/Å:
C 0.0 0.0 0.0
C 0.2 0.2 0.1
N 0.4 -0.5 0.0
C -0.3 0.5 0.1
C -0.2 0.1 0.0
C -0.3 -0.8 -0.5
C 0.1 0.5 0.3
C 0.1 -0.2 0.0
C 0.1 0.1 0.1
C 0.0 -0.2 -0.1
Cl 0.1 0.1 0.1
C 0.0 0.1 0.1
C -0.3 0.0 -0.1
N -0.2 0.9 0.3
N 0.7 -0.6 0.0
C -0.3 -0.3 -0.1
N 0.4 0.2 0.4
C 0.0 -0.1 -0.4
C -0.1 -0.2 0.1
N 0.1 0.1 -0.1
C 0.0 0.0 0.1
C 0.1 -0.1 0.0
C 0.0 0.3 0.0
C 0.1 0.1 0.1
H -0.1 -0.1 -0.1
H -0.1 -0.1 0.0
H 0.0 0.0 0.0
H 0.2 -0.1 0.0
H -0.1 0.0 0.0
H 0.0 0.1 0.0
H 0.1 0.0 0.0
H 0.1 -0.1 0.0
H -0.1 -0.1 0.0
H -0.1 0.1 0.0
H 0.0 -0.1 0.0
H 0.0 0.0 0.0
H 0.1 0.0 0.0
H 0.0 0.0 -0.1
H 0.1 0.0 0.0
H 0.0 0.0 0.0
H -0.1 0.0 0.0
H 0.0 0.1 0.0
H -0.1 0.0 0.0
H -0.2 0.0 -0.1
H -0.1 0.0 0.0
H 0.0 -0.1 0.0

Properties
SMILES: Cc1nc2cc(-c3ccc(Cl)cc3)nn2c(NCCN(C)C)c1C
HOMO level in Ha: -0.289



(2)
ORCA calculation (wB97M-V/def2-TZVPD) on one molecule with the formula C5H4ClNO in a non-equilibrium geometry.

Cartesian coordinates (Å):
C (-3.10729, -0.85285, -1.34951)
C (-2.14711, -0.70146, -0.64384)
C (-0.98639, -0.33617, 0.23601)
Cl (-1.26736, -0.78542, 1.80581)
C (0.21630, 0.22471, -0.11425)
C (1.29079, 0.38643, 0.93513)
N (2.36876, 0.73385, 0.23597)
O (1.05033, 0.46001, 2.18108)
H (-4.05963, -1.20760, -1.87106)
H (0.54182, 0.41521, -1.17727)
H (2.69437, 0.82384, -0.80632)
H (3.40542, 0.83944, 0.56824)

Cartesian forces, eV/Å:
C -2.0 -1.3 -0.8
C 1.9 1.3 0.5
C 0.3 0.3 -2.9
Cl -1.1 -0.8 1.8
C -1.6 -1.5 -0.1
C -3.2 1.5 1.7
N 8.2 1.2 -1.9
O 2.3 -0.5 -3.9
H 2.1 1.0 1.0
H -1.0 -0.2 1.3
H -2.9 -0.8 2.2
H -3.1 -0.3 1.0

Properties
SMILES: C#C/C(Cl)=C/C(N)=O
HOMO level in Ha: -0.344



(3)
ORCA calculation (wB97M-V/def2-TZVPD) on C22H29F3MgN8O2S as an isolated structure in a non-equilibrium geometry.

Cartesian coordinates (Å):
Mg (-0.14827, 0.50017, 0.24684)
N (1.93432, -7.41201, -0.44134)
C (1.42809, -6.16377, -0.43696)
C (1.22263, -5.46960, 0.77272)
C (0.71841, -4.19354, 0.77427)
C (0.39618, -3.58143, -0.43453)
C (0.57953, -4.25058, -1.64629)
C (1.08408, -5.52550, -1.64727)
S (-0.12654, -1.93228, -0.52351)
O (-0.94280, -1.78251, -1.73449)
O (-0.82703, -1.43779, 0.67341)
N (1.10478, -0.88976, -0.71455)
C (1.91470, -0.88336, 0.42052)
N (2.78952, -1.85691, 0.63290)
C (3.47666, -1.81363, 1.76894)
C (3.28321, -0.82006, 2.72133)
C (2.35594, 0.15214, 2.41529)
N (1.68272, 0.14508, 1.25923)
H (2.15984, -7.88992, 0.41198)
H (2.06384, -7.91194, -1.30195)
H (1.45745, -5.95522, 1.71122)
H (0.54604, -3.67733, 1.71011)
H (0.29847, -3.78063, -2.57813)
H (1.21100, -6.05798, -2.58099)
H (4.19559, -2.61173, 1.91603)
H (3.82836, -0.81408, 3.65287)
H (2.13717, 0.96529, 3.09727)
N (0.50594, 0.25091, -3.63364)
C (-0.22408, 1.52179, -3.93147)
C (0.51079, 2.71523, -3.33122)
C (0.14389, 3.11538, -1.89774)
N (0.70222, 2.26669, -0.80228)
C (-1.37335, 3.19708, -1.73577)
C (-2.08716, 1.89453, -2.09871)
N (-1.85516, 0.87760, -1.02645)
C (-1.71081, 1.47695, -3.53528)
H (1.02023, -0.08209, -4.44639)
H (-0.10518, -0.53847, -3.31068)
H (1.16161, 0.31250, -2.84752)
H (-0.17945, 1.61416, -5.01530)
H (0.26045, 3.58293, -3.94300)
H (1.59067, 2.56761, -3.43183)
H (0.54447, 4.12613, -1.78224)
H (0.59434, 2.83453, 0.03730)
H (1.71038, 2.17838, -0.91712)
H (-1.74412, 3.99546, -2.38085)
H (-1.61828, 3.47230, -0.70556)
H (-3.15849, 2.10389, -2.12822)
H (-2.05884, -0.05609, -1.38083)
H (-2.57078, 1.03865, -0.31918)
H (-2.22504, 2.18124, -4.19005)
H (-2.12473, 0.49209, -3.77150)
F (-3.24422, 4.74982, 4.86986)
C (-2.59448, 3.65900, 5.29583)
F (-1.62000, 4.04877, 6.12410)
F (-3.45186, 2.89470, 5.97261)
C (-2.01337, 2.91596, 4.11135)
C (-2.67741, 1.84211, 3.54385)
C (-2.10420, 1.22071, 2.44757)
N (-0.94049, 1.61054, 1.91429)
C (-0.29937, 2.63447, 2.49138)
C (-0.79872, 3.32493, 3.57723)
H (-3.61399, 1.49091, 3.95355)
H (-2.58725, 0.36277, 1.99251)
H (0.66757, 2.90074, 2.07766)
H (-0.25564, 4.15407, 4.00883)

Cartesian forces, eV/Å:
Mg -0.3 1.3 0.2
N 0.1 -0.1 0.0
C -0.1 0.2 0.0
C 0.0 -0.1 0.1
C -0.1 0.0 0.0
C -0.2 0.4 0.3
C 0.0 -0.1 0.0
C 0.0 -0.1 0.1
S 0.0 -0.4 -2.0
O 0.5 0.0 0.0
O -0.1 -0.3 0.6
N -0.4 -0.6 -0.4
C 0.7 -0.2 0.4
N 0.1 0.1 -0.2
C -0.1 0.0 0.0
C 0.0 0.0 0.0
C 0.1 0.1 0.0
N 0.2 -0.3 0.1
H 0.0 0.0 0.0
H 0.0 0.0 0.0
H 0.0 0.0 0.0
H 0.0 0.0 0.0
H 0.0 0.0 0.0
H 0.0 0.0 0.0
H 0.0 0.0 0.1
H 0.0 0.0 0.0
H 0.0 0.0 0.0
N -0.2 -1.4 0.8
C -0.6 0.6 0.0
C 0.2 -0.1 0.3
C -0.3 0.2 0.1
N 0.3 0.3 -0.3
C 0.1 -0.1 0.0
C 0.2 0.3 0.1
N -0.4 -0.1 -0.3
C 0.1 -0.4 0.4
H 0.1 0.0 0.0
H 0.1 0.4 -0.2
H 0.1 0.1 0.1
H 0.0 0.0 0.0
H 0.1 0.0 -0.1
H 0.0 0.1 0.0
H 0.0 0.0 0.0
H 0.1 0.1 -0.1
H 0.0 0.0 0.0
H 0.0 0.0 0.0
H 0.0 0.1 0.0
H 0.0 0.0 -0.1
H -0.1 -0.1 -0.1
H 0.0 0.0 -0.1
H 0.0 0.0 0.0
H 0.0 0.0 0.0
F 0.0 0.0 0.0
C 0.0 0.0 0.0
F -0.1 0.0 0.0
F 0.0 0.1 0.0
C 0.1 -0.1 -0.1
C 0.0 0.1 0.1
C -0.1 0.0 0.1
N -0.2 0.0 0.1
C 0.0 0.1 0.0
C -0.1 0.0 0.0
H 0.0 0.0 0.0
H 0.0 0.0 0.0
H 0.0 0.0 0.0
H 0.0 0.0 0.0

Properties
Net charge: +2
HOMO level in Ha: -0.467



It is found that the energy above the lowest of the compared OMol25 structures with the same formula, charge and spin values, taken in the order of the records, are 0.0; 365.8; 0.0 kJ/mol.
It is found that the LUMO energy values, taken in the order of the records, are 0.621; 0.064; -5.247 eV.